1.
The following is a DFT calculation (ωB97M-V/def2-TZVPD) of a molecular structure, C4H10NO3.

Calculated values
LUMO level (spin up / spin down): -0.018 / -0.081 Ha
HOMO-LUMO gap (spin up / spin down): 9.121 / 7.406 eV
Net charge: 0
2S+1: 2
HOMO level (spin up / spin down): -0.354 / -0.353 Eh

Last column: Löwdin charge in e.
Atoms and positions in Å:
1 C -0.31710 -1.43878 1.80186  0.08
2 C 0.45209 -1.16108 0.65127  -0.39
3 N 0.13787 -0.41755 -0.56920  0.02
4 C -0.95294 0.59035 -0.34037  -0.18
5 C -1.57013 1.53270 -1.49345  -0.28
6 O -2.81701 2.11301 -1.12354  0.01
7 O 1.76116 -1.84528 0.14994  -0.08
8 H -0.45189 -2.48379 2.17903  0.08
9 H -0.87848 -0.64017 2.35995  0.08
10 H 0.72696 -2.24828 0.33132  0.10
11 H 1.02900 0.09114 -0.75855  0.10
12 H -1.77049 0.01995 0.20576  0.12
13 H -0.56035 1.39874 0.46009  0.15
14 H -0.78101 2.19693 -1.98460  0.12
15 H -1.66293 0.77729 -2.33173  0.11
16 H 2.30567 1.29463 0.30237  0.02
17 H 2.45917 -0.36114 0.11619  0.03
18 O 2.89038 0.58134 0.04366  -0.10

2.
The following is a DFT calculation (ωB97M-V/def2-TZVPD) of 2 unconnected molecules or ions with the total composition C4H10NO3.

Calculated values
LUMO level (spin up / spin down): 0.028 / -0.090 Ha
HOMO-LUMO gap (spin up / spin down): 10.386 / 7.128 eV
Net charge: 0
2S+1: 2
HOMO level (spin up / spin down): -0.354 / -0.352 Eh

Last column: Löwdin charge in e.
Atoms and positions in Å:
1 O -2.49568 -2.02392 -0.16424  0.06
2 C -1.62823 -1.22553 -0.42247  -0.23
3 C -0.19657 -1.35491 0.06576  -0.34
4 C -0.21802 -0.62596 1.42750  -0.05
5 N 0.68925 -0.82388 -0.96335  -0.01
6 C 0.62611 0.58666 -1.29219  -0.34
7 O 1.72673 1.31370 -0.98192  0.02
8 H -1.94705 -0.40872 -1.09956  0.13
9 H -0.05577 -2.41110 0.26742  0.15
10 H -0.83373 -1.25388 2.07460  0.08
11 H -0.76775 0.31886 1.42199  0.07
12 H 0.72795 -0.43841 1.92769  0.08
13 H 1.62501 -1.15142 -0.76150  0.12
14 H 0.60440 0.61097 -2.40271  0.16
15 H -0.29785 1.00647 -0.89087  0.12
16 H 0.78872 2.40253 1.38523  0.03
17 H 1.10819 2.60439 -0.17289  -0.01
18 O 0.54428 2.87414 0.58150  -0.07

Energies, relative to the best one, in hartree: 1 0.1990; 2 0.0000.